# C12H14ClCuIN2

A molecular structure, C12H14ClCuIN2 (ωB97M-V/def2-TZVPD, OMol25).

```
31
Properties=species:S:1:pos:R:3
C 0.368 2.927 1.670
C 3.281 0.804 0.335
H 0.341 3.862 1.066
H 1.108 3.051 2.487
H -0.556 2.613 2.164
H 3.505 -0.219 0.072
H 3.711 1.576 -0.308
H 3.692 0.969 1.343
C -2.152 1.530 0.619
C -3.416 1.482 -0.014
C -3.628 0.448 -0.908
C -2.624 -0.492 -1.123
H -1.939 2.346 1.279
H -4.123 2.268 0.184
H -4.578 0.341 -1.446
H -2.712 -1.301 -1.820
N -1.202 0.630 0.424
C -1.395 -0.371 -0.426
C -0.300 -1.350 -0.604
N 0.898 -1.042 -0.083
C 1.835 -1.975 -0.033
C 0.544 -3.518 -1.354
C 1.757 -3.212 -0.714
H 2.706 -1.693 0.566
H 2.600 -3.905 -0.715
C -0.500 -2.581 -1.296
H -1.468 -2.796 -1.744
H 0.397 -4.470 -1.868
Cu 1.497 1.455 0.965
I 1.191 2.327 -1.503
Cl 1.163 0.294 2.784
```

<S²>   0.855
Energy relative to the best compared isomer or geometry (same formula, charge and spin)   4.219 eV
Spin multiplicity   2
HOMO-LUMO gap (spin up / spin down)   7.088 / 6.250 eV